C13H36N10O21S4 as an isolated structure in a non-equilibrium geometry. Source: the OMol25 dataset; level of theory: ωB97M-V with the def2-TZVPD basis set.

Last column: Löwdin charge in e.
Geometry (Å):
C: 0.8713 -4.4493 3.6271  -0.65
O: 2.0252 -4.7507 3.2688  -0.02
N: 0.2991 -5.1104 4.7567  0.12
N: 0.2206 -3.4655 3.0642  0.18
H: 0.7628 -5.9065 5.1102  0.06
H: 0.0385 -4.4974 5.5563  0.11
H: -0.8000 -3.4049 3.2198  0.08
H: 0.6732 -2.7939 2.4614  0.10
C: 1.6624 4.7342 -0.9678  -0.72
O: 2.6796 4.1858 -1.3443  0.02
N: 1.5770 5.2685 0.2469  0.19
N: 0.6087 4.9127 -1.7764  0.18
H: 0.6953 5.1124 0.7444  0.08
H: 2.2019 4.9302 0.9270  0.04
H: 0.5691 4.3132 -2.6298  0.09
H: -0.2731 4.8407 -1.3327  0.08
C: -3.5545 -2.0849 2.5667  -0.67
O: -2.4423 -2.6300 2.6106  -0.01
N: -4.4340 -2.2539 1.5599  0.19
N: -3.9447 -1.3132 3.6002  0.16
H: -4.3456 -2.7928 0.7469  0.07
H: -5.3265 -1.8062 1.4672  0.11
H: -3.1558 -1.2221 4.2444  0.12
H: -4.5276 -0.4623 3.5023  0.13
C: 3.0968 2.7842 2.1189  -0.70
O: 3.1449 3.9489 2.4340  0.02
N: 3.3409 2.3229 0.8481  0.20
N: 2.7925 1.8624 3.0629  0.15
H: 2.9067 1.4852 0.5580  0.03
H: 3.3159 3.0685 0.1660  0.07
H: 2.8471 0.8051 2.9134  0.14
H: 3.0662 2.1892 3.9386  0.08
C: -1.1719 3.4223 3.2857  -0.68
O: -1.2805 2.4653 3.9940  0.05
N: 0.0378 4.0283 2.9995  0.14
N: -2.2136 4.1273 2.6438  0.12
H: 0.9756 3.5665 3.0394  0.08
H: 0.0737 5.0413 2.8188  0.10
H: -1.9229 4.3838 1.6831  0.09
H: -3.1090 3.6342 2.7340  0.10
C: -2.9488 -3.7795 -3.8729  -0.14
C: -3.8216 -2.9019 -4.7521  -0.11
O: -4.7956 -2.2123 -3.8601  -0.19
S: -4.7694 -2.8799 -2.4537  0.56
O: -6.0961 -3.3275 -2.2296  -0.22
O: -4.1572 -1.9805 -1.5545  -0.23
O: -3.8204 -4.1602 -2.7404  -0.20
H: -1.9811 -3.4270 -3.4733  0.13
H: -2.6662 -4.7593 -4.3789  0.15
H: -4.4351 -3.4782 -5.4254  0.13
H: -3.2251 -2.1228 -5.3002  0.15
C: 4.4187 -3.1562 0.0396  -0.16
C: 3.7637 -2.5153 1.2612  -0.12
O: 2.5092 -1.8761 0.8193  -0.20
S: 2.8698 -1.3578 -0.6556  0.61
O: 3.5972 -0.0915 -0.5836  -0.25
O: 1.7282 -1.3356 -1.4872  -0.21
O: 3.8488 -2.5176 -1.0788  -0.17
H: 4.1810 -4.1877 -0.0711  0.13
H: 5.4820 -3.0788 -0.0297  0.13
H: 4.4550 -1.6999 1.5391  0.14
H: 3.4973 -3.2536 2.0227  0.12
C: 2.3901 2.2168 -4.1752  -0.09
C: 1.9899 0.7483 -4.2559  -0.13
O: 0.5409 0.7705 -4.3713  -0.22
S: 0.0225 2.1878 -4.9652  0.61
O: -0.6018 2.9779 -3.9533  -0.24
O: -0.4984 1.8632 -6.2474  -0.23
O: 1.4565 2.8765 -5.1780  -0.21
H: 3.4102 2.5259 -4.4387  0.14
H: 2.2405 2.6822 -3.1961  0.09
H: 2.1282 0.2741 -3.2930  0.10
H: 2.3790 0.2189 -5.1407  0.14
C: -1.1028 -0.1810 1.3308  -0.18
C: -1.6119 -0.7068 -0.0068  -0.16
O: -1.1609 0.1576 -1.0340  -0.16
S: -0.3625 1.3628 -0.4393  0.61
O: -1.2190 2.4452 -0.1862  -0.21
O: 0.8358 1.6378 -1.1645  -0.22
O: 0.0397 0.6353 1.0356  -0.18
H: -0.6592 -0.9480 1.8987  0.09
H: -1.8994 0.2750 1.8860  0.12
H: -2.6978 -0.7454 -0.0039  0.10
H: -1.2347 -1.6646 -0.3044  0.13

Force components x, y, z for each atom (eV/Å):
3.64 -1.87 1.61
-0.83 -0.04 -0.03
-1.48 2.20 -0.10
-3.01 1.14 0.19
0.96 -0.69 -0.21
0.05 -0.51 -1.29
0.90 0.39 -0.35
0.03 -0.54 0.00
0.84 -0.81 -0.95
1.30 -0.47 -0.68
-2.27 0.85 2.51
-1.14 -0.82 -2.32
-0.17 0.54 -0.85
1.93 -0.40 0.55
0.43 0.76 1.08
-0.94 0.34 0.51
0.71 -0.84 -0.64
-0.70 -0.02 -0.44
-1.22 0.72 -0.06
-0.14 1.66 1.29
1.38 -1.02 -0.80
-0.09 0.51 0.92
-0.63 0.26 -0.20
0.56 -1.16 -0.07
0.33 -1.67 -1.93
0.11 1.87 0.35
0.01 1.46 1.23
-0.53 -3.36 -0.71
-0.22 -0.91 -0.32
0.04 0.01 -0.49
0.04 2.49 0.09
0.18 0.25 1.79
0.84 1.81 -1.15
-0.64 -1.25 0.51
1.51 0.58 -0.45
0.18 -0.71 -0.15
-1.60 0.44 0.46
-0.21 -1.06 0.18
-0.76 -0.35 0.96
0.62 0.46 -0.32
0.61 -2.31 0.36
0.32 1.60 -0.07
1.82 -0.59 -1.42
-1.37 -0.87 -0.31
0.11 -0.42 0.74
0.72 0.25 0.95
-0.08 1.40 -0.78
-0.74 0.65 -0.21
-0.66 1.23 0.46
0.00 -0.21 -0.26
-0.72 -0.74 0.56
-0.62 -0.64 0.16
0.60 0.57 0.44
1.16 -0.62 -0.96
0.63 3.15 -0.23
-0.60 -2.35 0.32
-0.59 -0.82 -0.04
-0.71 0.71 -0.86
-0.34 -0.92 0.12
0.70 0.44 0.38
-0.57 -0.37 0.65
0.11 0.39 0.09
-0.35 1.15 -0.66
-0.43 0.52 0.22
-0.32 1.08 -0.04
2.37 -0.46 -0.18
-0.89 -0.66 -0.35
-0.89 0.72 0.34
0.65 -1.26 0.89
-0.37 -0.56 -0.42
-0.41 -0.30 0.00
0.60 -0.39 -0.10
0.04 0.17 0.53
0.82 -0.43 -0.56
-0.87 -0.71 0.29
0.45 0.86 -0.43
2.53 -0.46 0.98
-1.36 1.14 0.51
-0.48 -0.71 0.30
-1.04 1.39 -2.40
-0.05 -1.12 0.83
-0.05 0.86 0.35
-0.01 0.06 -0.18
0.25 -0.67 0.29

Values from the calculation:
E_LUMO (eV): 0.1
Charge: 0
Highest occupied orbital energy (eV): -9.47
Frontier orbital gap (eV): 9.5
Relative energy (zero: lowest compared OMol25 entry of this formula, charge and spin) (eV): 0.000